[1]
# C4H5FOS

C4H5FOS in the gas phase in a non-equilibrium geometry (ωB97M-V/def2-TZVPD, the Open Molecules 2025 dataset).

Structure (XYZ):
```
12
Properties=species:S:1:pos:R:3:forces:R:3:lowdin_charge:R:1
C 1.39929 0.04236 0.99497 -3.23 -2.81 0.68 0.021
C -0.03172 0.18557 0.21077 1.82 2.87 0.36 -0.280
C -0.50100 1.40726 -0.15827 2.72 -1.67 1.41 -0.028
F 0.46779 2.39144 0.00378 -1.83 -0.12 -0.57 -0.027
O -0.88688 -0.86357 0.09978 -0.64 -1.83 1.29 -0.072
C -1.19507 -1.29690 -1.12327 -0.24 -1.23 -0.55 -0.711
S -2.04126 -2.60158 -1.64916 0.60 1.31 1.10 0.673
H 1.03665 -0.61331 1.90366 0.81 1.59 -1.21 0.112
H 1.79338 1.00197 1.29388 -0.14 0.03 -0.01 0.057
H 2.17154 -0.63469 0.58485 -0.54 0.65 -0.56 0.072
H -1.53417 1.62112 -0.39994 0.32 0.58 -0.24 0.132
H -0.67855 -0.63966 -1.76105 0.34 0.62 -1.70 0.051
```
Positions in Å, forces in eV/Å.

Computed properties:
- Structure (SMILES): C/C(=C\F)OC=S
- Energy above the lowest of the compared OMol25 structures with the same formula, charge and spin: 193.9 kJ/mol
- Multiplicity: 1
- Calculated total energy: -728.6133 Eh
- Orbital gap: 9.297 eV
- Max |F|: 4.335 eV Å⁻¹

=====

[2]
# C15H28F3O32S8V

A molecular structure, C15H28F3O32S8V in a non-equilibrium geometry (ωB97M-V/def2-TZVPD, the Open Molecules 2025 dataset).

Structure (XYZ):
```
87
Properties=species:S:1:pos:R:3:forces:R:3:lowdin_charge:R:1
O 3.26702 0.92977 -3.19913 1.43 1.48 -1.25 -0.196
V 2.25082 -0.09626 -2.78183 -1.29 -0.17 2.07 0.935
C 0.42965 -0.55011 0.74658 0.86 -0.05 -3.03 -0.692
F -0.26708 0.17198 1.51944 -1.93 1.33 1.07 0.218
F 1.17237 -1.32171 1.45587 1.25 -1.23 0.55 0.223
F -0.30482 -1.27770 -0.12743 0.21 0.42 0.75 0.136
S 1.49951 0.65849 -0.31699 -3.01 -0.08 -2.21 0.674
O 1.66876 1.79381 0.48696 0.34 0.70 0.46 -0.193
O 2.65170 -0.08471 -0.82759 1.75 -1.35 0.74 -0.356
O 0.75472 0.86085 -1.67748 0.91 -0.40 1.69 -0.362
C -2.34608 -5.47372 5.21747 -0.35 0.83 -2.41 -0.057
C -2.97926 -4.16134 4.55255 1.66 -2.88 -1.81 -0.052
O -2.95892 -4.56667 3.10378 0.11 -0.71 -0.26 -0.260
S -1.98911 -5.83788 2.78125 -2.93 -2.19 0.87 0.600
O -1.07683 -5.55681 1.74621 0.53 0.73 -0.22 -0.222
O -2.79656 -7.06383 2.64453 1.31 2.66 0.46 -0.266
O -1.28438 -5.82704 4.19379 -0.69 0.31 1.31 -0.217
H -3.06346 -6.31662 5.22689 0.30 0.58 0.06 0.131
H -1.89878 -5.31415 6.17073 0.61 0.05 0.43 0.115
H -2.35776 -3.28996 4.47391 0.25 0.45 1.09 0.097
H -4.00082 -4.00803 4.78688 -0.81 0.28 0.43 0.114
C -4.68400 -1.92178 -0.39464 -0.61 0.30 -0.57 -0.091
C -4.46542 -3.44811 -0.47029 1.69 1.05 -0.73 -0.102
O -4.13592 -3.68430 -1.86136 0.60 0.16 -1.11 -0.192
S -3.79963 -2.29743 -2.58980 -1.77 -1.82 -1.59 0.567
O -4.03290 -2.38861 -4.01275 -0.51 -0.02 1.57 -0.225
O -2.52780 -1.85821 -2.21695 2.33 0.81 0.83 -0.213
O -4.89500 -1.50752 -1.81627 -0.19 0.36 0.66 -0.180
H -3.84578 -1.33248 -0.03008 0.01 -0.28 0.17 0.119
H -5.60037 -1.68180 0.12648 -0.06 0.22 0.01 0.134
H -5.35482 -4.00694 -0.33572 -0.63 -0.55 0.67 0.126
H -3.57682 -3.73245 0.11513 -0.74 -0.19 0.10 0.141
C -1.24637 -2.81442 -5.17441 2.72 3.02 -3.19 -0.006
C -1.63519 -1.32131 -5.57198 0.62 -1.40 1.93 -0.049
O -0.36966 -0.82340 -6.17937 -2.60 0.78 -1.44 -0.152
S 0.83263 -1.31184 -5.44922 1.92 -0.87 3.20 0.683
O 0.97469 -0.52541 -4.14756 -0.36 -0.48 -3.16 -0.357
O 1.96105 -1.39760 -6.33010 -1.49 -0.06 1.57 -0.154
O 0.22524 -2.62571 -4.80575 -0.30 -0.25 -1.20 -0.190
H -1.22898 -3.40742 -6.09380 -0.25 -0.25 0.48 0.143
H -1.67686 -3.22637 -4.34454 -1.23 -0.87 1.87 0.076
H -1.79669 -0.70974 -4.68866 -0.02 -0.06 0.10 0.120
H -2.51007 -1.26143 -6.19616 0.31 0.16 -0.81 0.137
C -0.88469 5.83442 -1.45879 -1.20 0.38 0.41 -0.090
C -2.14336 6.69734 -1.87329 2.89 0.42 -0.36 -0.185
O -2.80296 7.02624 -0.69342 -0.61 0.31 1.73 -0.179
S -1.68576 7.44739 0.36542 2.17 2.40 -0.72 0.616
O -2.01328 7.13816 1.70076 -0.86 -0.11 0.19 -0.209
O -1.15297 8.77516 0.04600 -1.32 -2.41 0.31 -0.243
O -0.64575 6.34921 -0.09813 1.05 -0.32 -1.06 -0.218
H -0.03800 5.85521 -2.20520 -0.70 0.55 1.28 0.147
H -1.15005 4.80991 -1.24995 -0.09 -0.43 -0.33 0.113
H -2.83700 6.20831 -2.48568 -0.77 -0.62 -1.08 0.117
H -1.71064 7.61928 -2.28938 -0.55 -0.20 -0.38 0.132
C 4.69815 4.93176 0.51052 0.27 0.96 -1.22 -0.154
C 5.79719 5.01274 1.58688 -0.86 -2.17 -0.31 -0.095
O 5.62803 3.69756 2.22891 0.69 0.55 1.14 -0.211
S 5.06930 2.63809 1.22925 2.27 -1.40 -1.85 0.655
O 4.41321 1.57294 1.97114 1.12 1.94 -1.69 -0.231
O 6.16188 2.39427 0.22180 -3.06 -0.07 2.63 -0.284
O 4.04996 3.63727 0.51847 -0.30 0.11 1.00 -0.211
H 5.16372 4.95909 -0.48494 -0.28 0.61 0.31 0.132
H 4.01503 5.77441 0.70758 -0.32 -0.87 -0.55 0.139
H 5.58391 5.74206 2.35591 0.31 0.10 0.01 0.132
H 6.76369 5.05983 1.09410 0.20 0.18 0.49 0.130
C -2.69579 2.51336 4.32528 -0.20 -3.01 0.88 -0.065
C -3.49851 1.81246 5.46156 -0.32 -0.67 -0.66 -0.078
O -3.71724 0.43773 4.92423 -0.46 1.01 0.32 -0.205
S -2.51269 -0.03534 4.05159 2.29 0.20 1.71 0.553
O -3.00128 -0.53629 2.82840 -0.51 0.22 -1.06 -0.230
O -1.59327 -0.86840 4.77574 -0.76 0.28 -0.27 -0.241
O -1.76400 1.39519 4.00564 -1.12 0.31 -1.04 -0.216
H -2.04966 3.27797 4.62495 0.71 1.26 0.60 0.114
H -3.32560 2.81659 3.48885 0.11 -0.29 -0.05 0.136
H -4.47267 2.21455 5.63581 -0.73 0.28 -0.31 0.119
H -3.09404 1.65926 6.45551 0.94 0.36 -0.18 0.133
C 6.46701 -3.01133 -2.03955 -0.99 0.93 -0.79 -0.047
C 5.82748 -2.26025 -0.85332 0.32 -0.44 -0.86 -0.099
O 4.43013 -2.51093 -1.04594 -1.28 0.08 1.09 -0.192
S 3.94320 -2.92998 -2.44746 1.61 -1.54 0.11 0.689
O 3.03806 -1.91764 -2.99620 1.04 -0.75 -0.14 -0.312
O 3.39489 -4.24527 -2.38690 0.41 1.16 -0.52 -0.163
O 5.41631 -2.88231 -3.14236 -1.04 0.58 0.80 -0.189
H 6.47672 -4.08955 -1.89993 0.67 0.11 0.30 0.134
H 7.40925 -2.51456 -2.37827 -0.92 -0.79 -0.01 0.156
H 5.90080 -1.17437 -0.88131 0.61 -0.09 0.09 0.143
H 6.15926 -2.71563 0.08712 -0.34 0.36 -0.14 0.151
```
Positions in Å, forces in eV/Å.

Computed properties:
- Multiplicity: 2
- Calculated total energy: -7424.7376 Eh
- Orbital gap (spin up / spin down): 10.219 / 10.069 eV
- Max |F|: 5.164 eV Å⁻¹
- Total charge: +1

=====

[3]
# C4H8OTm

A molecular structure, C4H8OTm in a non-equilibrium geometry (ωB97M-V/def2-TZVPD, the Open Molecules 2025 dataset).

Structure (XYZ):
```
14
Properties=species:S:1:pos:R:3:forces:R:3:lowdin_charge:R:1
H -1.52690 0.37055 0.17455 2.68 -0.02 2.36 0.244
C -0.78647 -0.13166 1.15499 -2.82 -1.13 -3.71 -0.048
C 0.76000 -0.16393 1.45111 1.17 0.75 -1.22 -0.059
C 0.58595 0.41200 0.14918 0.12 2.35 0.92 -0.120
H -1.35150 -0.01165 2.08057 0.07 0.04 -0.38 0.136
H -0.89712 -0.97097 0.46119 -0.85 -1.47 1.74 0.091
H 1.16089 -1.17903 1.46779 -0.30 0.24 0.22 0.142
H 1.05458 0.49317 2.26842 -0.23 -0.16 -0.14 0.139
H 0.32848 1.47639 0.09413 0.88 -0.12 0.12 0.149
C 0.63274 -0.21469 -1.21174 -0.94 -1.09 1.27 -0.363
O -0.61317 -0.02148 -1.77967 -0.12 1.08 -1.68 -0.601
Tm -1.76107 0.99958 -3.60807 0.80 -0.70 1.09 1.004
H 0.84902 -1.29239 -1.07672 0.06 0.14 -0.21 0.136
H 1.56455 0.23411 -1.62573 -0.54 0.09 -0.37 0.148
```
Positions in Å, forces in eV/Å.

Computed properties:
- Multiplicity: 3
- Calculated total energy: -1317.1769 Eh
- Orbital gap (spin up / spin down): 5.559 / 6.587 eV
- Max |F|: 4.797 eV Å⁻¹
- Total charge: +1

=====

[4]
# C3H7O2S

2 unconnected molecules or ions with the total composition C3H7O2S (ωB97M-V/def2-TZVPD, the Open Molecules 2025 dataset).

Structure (XYZ):
```
13
Properties=species:S:1:pos:R:3:forces:R:3:lowdin_charge:R:1
O -0.50289 0.88445 0.96421 -0.06 -0.06 0.04 -0.129
C 0.69214 0.75647 0.58679 0.03 -0.09 -0.03 -0.776
O 1.25628 -0.28356 0.19429 0.01 -0.06 -0.05 -0.079
C 1.53840 2.03658 0.59568 -0.07 0.24 0.21 -0.055
H 2.57241 1.80286 0.84328 0.07 0.01 -0.10 0.053
H 1.49831 2.50796 -0.38828 0.07 -0.08 -0.08 0.058
H 1.13757 2.75628 1.31117 0.01 -0.02 0.02 0.052
C -1.29671 -1.96253 -1.13390 -0.14 -0.02 0.30 -0.517
S -2.13382 -1.79295 0.47355 0.13 0.08 0.02 0.532
H -0.22862 -2.00850 -0.95092 0.11 0.05 -0.10 0.001
H -1.65082 -2.87733 -1.60755 0.01 0.01 -0.04 0.000
H -1.52774 -1.10517 -1.76058 0.04 0.00 -0.09 0.016
H -1.35450 -0.71455 0.87226 -0.21 -0.04 -0.10 -0.156
```
Positions in Å, forces in eV/Å.

Computed properties:
- Energy above the lowest of the compared OMol25 structures with the same formula, charge and spin: 6.5 kJ/mol
- Multiplicity: 1
- Calculated total energy: -667.2408 Eh
- Orbital gap: 8.191 eV
- Max |F|: 0.331 eV Å⁻¹
- Total charge: -1

=====

[5]
# C24H65BF4N4O9

6 unconnected molecules or ions with the total composition C24H65BF4N4O9 in a non-equilibrium geometry (ωB97M-V/def2-TZVPD, the Open Molecules 2025 dataset).

Structure (XYZ):
```
107
Properties=species:S:1:pos:R:3:forces:R:3:lowdin_charge:R:1
O 0.35880 -0.00844 -0.13156 0.89 0.06 0.49 -0.361
H 0.33760 0.87983 0.27471 0.08 -0.50 -0.70 -0.041
C 3.76701 -4.16274 0.80414 -0.20 -0.24 -0.04 -0.063
O 4.11712 -2.77485 0.96641 0.46 0.50 -0.36 -0.185
C 3.33339 -2.09451 1.92521 -0.40 -0.26 -0.38 -0.191
C 3.47612 -0.55155 1.89725 0.19 -0.26 -0.81 -0.025
N 3.06517 -0.05279 0.48579 2.12 1.68 1.03 0.091
H 3.43339 -0.70890 -0.18803 1.26 -0.13 -0.31 0.136
H 2.08750 -0.19447 0.27558 -2.54 0.34 0.27 0.062
C 3.37896 1.46775 0.16665 0.17 -2.06 0.68 0.006
C 3.56293 1.63622 -1.30795 0.30 -0.05 0.22 -0.100
O 4.06118 0.53364 -2.00331 -0.81 1.40 1.96 0.051
C 4.56255 0.82287 -3.24948 1.05 0.86 -1.80 0.014
H 2.85950 -4.25093 0.20686 -0.02 0.05 -0.06 0.059
H 3.61314 -4.71572 1.73077 -0.10 0.51 0.48 0.097
H 4.56514 -4.73516 0.33149 0.21 0.66 -0.27 0.107
H 3.54338 -2.55425 2.89096 -0.12 0.59 0.40 0.147
H 2.28687 -2.27213 1.67752 -0.50 -0.23 0.21 0.116
H 4.47900 -0.17717 2.10256 0.06 -0.20 -0.22 0.141
H 2.80189 -0.05296 2.59360 -0.05 -0.32 0.05 0.119
H 4.30377 1.87863 0.57162 0.50 -1.11 0.61 0.154
H 2.67337 2.11767 0.68421 -0.77 -0.21 -0.71 0.141
H 4.19494 2.50413 -1.49613 1.12 0.34 -0.01 0.190
H 2.78263 2.22320 -1.79241 -1.51 -0.42 -0.81 0.187
H 3.69372 0.85720 -3.90679 -0.16 -0.47 -0.60 0.157
H 5.35189 0.13902 -3.56156 -0.51 -0.49 0.13 0.143
H 4.97637 1.82854 -3.32341 -0.01 0.20 0.30 0.137
C -4.00406 2.32105 1.41977 -0.17 1.13 0.66 -0.061
O -3.06288 1.64802 0.60300 -0.40 -0.48 -0.25 -0.233
C -3.65319 1.30233 -0.62612 -0.39 0.49 -1.71 -0.195
C -2.66536 0.66264 -1.61463 0.74 1.29 1.22 -0.037
N -1.33792 1.45512 -1.66657 -0.48 -0.36 -2.55 0.078
H -1.25298 2.16257 -0.95075 -0.54 0.90 0.40 0.099
H -0.67651 0.74592 -1.38432 0.91 -0.27 0.43 0.053
C -0.77531 2.03058 -3.04743 -0.39 -0.04 1.78 -0.048
C -1.36570 3.41146 -3.40307 -0.88 -2.14 0.40 -0.151
O -2.82283 3.15623 -3.49495 1.69 2.03 -0.82 -0.191
C -3.51432 4.39984 -3.88503 -0.14 -0.21 0.64 -0.051
H -3.53904 2.63071 2.35570 0.30 -0.39 0.04 0.086
H -4.90510 1.76058 1.66893 0.11 -0.40 -0.25 0.099
H -4.30951 3.27768 0.99590 -0.04 -0.06 -0.48 0.112
H -4.11113 2.17721 -1.08762 0.36 0.51 -0.04 0.135
H -4.51753 0.63930 -0.58855 0.08 -0.50 0.67 0.124
H -3.05571 0.57208 -2.62830 -0.12 -0.02 0.28 0.138
H -2.37859 -0.27739 -1.14325 0.03 -0.31 -0.42 0.105
H -0.84398 1.21421 -3.76642 -0.73 0.28 -0.20 0.123
H 0.29335 2.11293 -2.84923 -0.01 0.30 0.14 0.093
H -0.80698 3.73401 -4.28165 -0.76 -0.04 -0.82 0.135
H -1.04986 4.15498 -2.67128 -0.66 -0.02 0.51 0.106
H -3.30624 5.17145 -3.14381 0.18 0.03 0.02 0.092
H -4.59476 4.25600 -3.87682 0.15 -0.52 0.12 0.090
H -3.27626 4.78779 -4.87544 0.48 -0.41 -0.06 0.093
C 3.78824 -2.76539 -3.06412 0.47 -0.30 0.89 -0.041
O 2.49115 -3.14292 -2.55156 1.30 -0.60 -0.55 -0.156
C 1.50177 -2.55099 -3.30042 -1.55 2.12 0.27 -0.236
C 0.11381 -2.83917 -2.73074 -0.37 -0.64 0.62 -0.046
N 0.02014 -2.55413 -1.23807 1.40 -1.57 -1.02 0.049
H 0.89451 -2.89879 -0.86822 0.51 -1.04 0.44 0.125
H 0.15233 -1.58810 -0.97462 -0.89 1.48 -0.04 0.077
C -1.11302 -3.25226 -0.52921 1.57 0.92 -0.49 -0.057
C -0.77635 -4.70277 -0.26461 -1.14 -0.95 1.17 -0.219
O 0.55430 -4.87611 0.10614 1.44 -0.17 0.46 -0.202
C 0.81704 -6.15261 0.74497 -0.85 -1.13 0.09 -0.049
H 4.10513 -1.77614 -2.73387 -0.41 0.29 0.52 0.048
H 3.92312 -2.68937 -4.14307 -0.64 -0.73 -0.19 0.109
H 4.50648 -3.45703 -2.62382 -0.11 -0.08 -0.28 0.110
H 1.49919 -2.74066 -4.37379 0.16 -0.41 -0.04 0.150
H 1.65186 -1.48011 -3.16337 -0.03 0.76 -0.44 0.112
H -0.06464 -3.89954 -2.90926 -0.19 -0.15 0.54 0.145
H -0.76023 -2.32362 -3.12867 0.53 0.29 -0.69 0.140
H -1.95133 -3.05616 -1.19771 -0.47 -0.34 0.70 0.145
H -1.12095 -2.75115 0.43874 -0.69 0.20 -0.17 0.122
H -1.12044 -5.44125 -0.98874 0.19 0.19 -0.49 0.144
H -1.35413 -4.89657 0.63910 -0.57 -0.34 0.00 0.135
H 1.83628 -6.38181 1.05593 0.31 0.91 -0.80 0.089
H 0.45868 -6.98185 0.13501 0.29 0.13 -0.62 0.101
H 0.28375 -6.37701 1.66875 -0.59 1.06 0.28 0.097
C -4.66076 -1.17644 1.87162 0.53 0.68 -0.10 -0.025
O -3.23516 -0.87065 1.82795 -0.97 0.24 -1.10 -0.197
C -2.44880 -1.13794 2.92312 -0.13 -2.01 0.86 -0.252
C -1.68238 -0.00419 3.47737 0.55 1.79 -0.10 -0.058
N -0.98994 0.70344 2.27593 0.23 0.17 2.82 0.076
H -0.44336 0.05966 1.72196 -0.59 -0.86 -0.81 0.097
H -1.78988 1.07238 1.78188 -0.29 0.36 -1.29 0.102
C 0.07440 1.75232 2.61473 -2.42 0.45 1.05 -0.042
C -0.52513 2.85540 3.55772 0.07 -0.73 0.33 -0.159
O -0.78382 2.34719 4.87948 0.90 0.00 -1.33 -0.208
C -1.44412 3.29801 5.69124 0.03 0.03 0.84 -0.080
H -5.16580 -0.60592 2.65107 0.13 -0.04 0.19 0.100
H -4.90580 -2.23343 1.97583 0.39 -0.08 0.05 0.099
H -5.03570 -0.81072 0.91570 -0.02 -0.21 0.10 0.077
H -1.67619 -1.86484 2.67255 0.07 -0.58 -0.44 0.115
H -3.04272 -1.63170 3.69226 0.09 0.15 0.42 0.148
H -0.94225 -0.29942 4.22111 0.12 -0.22 -0.26 0.144
H -2.28308 0.73962 4.00083 -0.03 0.14 -0.39 0.134
H 0.28112 2.26276 1.67408 0.47 -0.04 0.08 0.091
H 0.84393 1.09492 3.01942 0.48 0.81 0.21 0.121
H -1.45521 3.22957 3.12989 -0.40 -0.32 -0.38 0.115
H 0.06809 3.76886 3.51557 0.65 -0.20 0.37 0.132
H -1.60791 2.86365 6.67744 -0.19 -0.42 -0.23 0.100
H -2.40394 3.56479 5.24887 -0.01 0.33 0.03 0.095
H -0.81446 4.15391 5.93426 -0.02 0.33 -0.59 0.101
B -0.05871 4.26706 -0.12957 -0.69 2.88 1.09 -1.314
F 0.67803 3.31613 -0.81550 1.20 -1.52 -0.53 0.123
F -0.27572 5.38495 -0.90460 0.65 0.18 -0.46 0.157
F -1.33701 3.77015 0.12251 -0.43 -1.37 0.51 0.131
F 0.59070 4.61660 1.08772 -0.10 -0.84 -0.54 0.105
```
Positions in Å, forces in eV/Å.

Computed properties:
- Multiplicity: 2
- Calculated total energy: -2272.8673 Eh
- Orbital gap (spin up / spin down): 8.799 / 2.224 eV
- Max |F|: 3.152 eV Å⁻¹
- Total charge: +3

=====

[6]
# C4H5NO2

C4H5NO2 in the gas phase (ωB97M-V/def2-TZVPD, the Open Molecules 2025 dataset).

Structure (XYZ):
```
12
Properties=species:S:1:pos:R:3:forces:R:3:lowdin_charge:R:1
O 0.95041 -0.30244 2.36416 -0.11 0.23 -0.65 0.144
C 0.43131 -0.23258 1.28975 0.29 0.17 0.23 -0.432
C 0.63407 0.84065 0.21777 0.04 -0.10 0.05 -0.071
C 0.24638 0.25713 -1.14219 0.16 0.02 -0.04 -0.208
N -1.12494 -0.23530 -1.07017 -0.01 -0.36 0.18 0.071
C -1.34047 -0.95583 -0.06335 -0.22 0.23 -0.32 -0.199
O -0.41859 -1.25960 0.91294 -0.14 0.22 0.19 0.060
H 0.01968 1.73384 0.40183 0.04 -0.35 0.27 0.134
H 1.67887 1.15697 0.28402 -0.13 -0.08 -0.07 0.127
H 0.91301 -0.58020 -1.38637 -0.06 0.06 -0.02 0.128
H 0.31717 0.97787 -1.96026 0.05 0.01 0.27 0.112
H -2.30690 -1.40051 0.15188 0.08 -0.07 -0.10 0.134
```
Positions in Å, forces in eV/Å.

Computed properties:
- Structure (SMILES): O=C1CCN=CO1
- Energy above the lowest of the compared OMol25 structures with the same formula, charge and spin: 49.9 kJ/mol
- Multiplicity: 1
- Calculated total energy: -360.6504 Eh
- Orbital gap: 11.513 eV
- Max |F|: 0.698 eV Å⁻¹